Density functional theory data (wB97M-V/def2-TZVPD) for a structure of composition C28H95BInO20 at a distorted geometry.

HOMO energy in eV: -4.174
Charge: -1

Element x y z (Å)
C  -3.1770  -2.0489  2.2025
C  -3.7002  -1.3041  3.4847
C  -4.0808  0.1944  3.2404
C  -2.9528  1.2213  3.6171
C  -1.6233  1.0595  2.8205
C  -1.7745  1.1089  1.2665
C  -0.5791  0.3139  0.6256
C  -0.6078  0.3126  -0.9461
C  -0.9308  -1.1132  -1.5575
In  -2.3974  -1.0307  -3.2687
O  -4.2972  -0.5240  -2.5152
C  -1.8515  0.4938  -4.8592
C  -3.1815  1.2625  -5.3010
B  -2.4656  -3.1308  -4.2457
O  -1.2166  -3.7160  -4.6593
O  -3.6858  -3.8560  -4.4099
H  -2.5546  -1.3966  1.5590
H  -4.0095  -2.4189  1.5659
H  -2.5195  -2.8837  2.5395
H  -3.0379  -1.4349  4.3649
H  -4.6533  -1.8207  3.7575
H  -4.9385  0.4123  3.9256
H  -4.4874  0.3815  2.2210
H  -2.7116  1.0711  4.6978
H  -3.3719  2.2418  3.4939
H  -0.9811  1.9308  3.0984
H  -1.0337  0.1632  3.1177
H  -2.7297  0.6794  0.8927
H  -1.6547  2.1486  0.8837
H  -0.5026  -0.7178  1.0447
H  0.3758  0.8125  0.9228
H  0.4230  0.5504  -1.3017
H  -1.3188  1.0958  -1.2790
H  -1.3671  -1.7931  -0.7865
H  0.0054  -1.5765  -1.9402
H  -4.6207  -1.1822  -1.8999
H  -1.4673  -0.0643  -5.7401
H  -1.0805  1.2177  -4.5122
H  -3.1989  1.3845  -6.3967
H  -4.0353  0.5884  -5.0503
H  -3.2810  2.2330  -4.7740
H  -1.3138  -4.1131  -5.5357
H  -4.3300  -3.3441  -4.8993
C  1.5307  3.8729  1.9096
O  1.7222  2.5484  2.3946
H  1.1286  3.8143  0.8995
H  0.8224  4.4083  2.5482
H  2.4847  4.4071  1.8884
H  2.0750  2.6201  3.2845
C  -2.6577  0.2499  7.8858
O  -2.9076  -0.9072  7.0932
H  -3.1937  1.0916  7.4497
H  -3.0127  0.0862  8.9072
H  -1.5894  0.4681  7.8966
H  -2.4279  -1.6356  7.4928
C  -7.9173  -1.8211  -2.7360
O  -8.2333  -0.4515  -2.5313
H  -8.8450  -2.3880  -2.8073
H  -7.3516  -1.9332  -3.6641
H  -7.3292  -2.1941  -1.8937
H  -7.3963  0.0229  -2.4730
C  5.2533  3.0989  3.1127
O  4.9196  4.4639  3.3352
H  4.3326  2.5251  3.0228
H  5.8289  3.0050  2.1878
H  5.8373  2.7160  3.9548
H  5.7485  4.9506  3.4101
C  2.3564  -1.4084  1.2449
O  2.2061  -2.5808  2.0459
H  1.9645  -0.5582  1.7981
H  3.4152  -1.2384  1.0253
H  1.7957  -1.5214  0.3139
H  2.5548  -3.3189  1.5414
C  -6.0726  3.7207  1.8394
O  -4.8639  3.0776  1.4603
H  -5.8564  4.4091  2.6548
H  -6.4822  4.2817  0.9945
H  -6.8030  2.9803  2.1782
H  -5.0745  2.4759  0.7411
C  0.3750  -1.3640  9.4724
O  0.0228  -0.0019  9.6982
H  -0.5401  -1.9471  9.3854
H  0.9483  -1.4576  8.5467
H  0.9637  -1.7451  10.3112
H  0.8396  0.4961  9.7721
C  0.2979  -4.9547  -0.7195
O  0.6714  -4.5687  -2.0349
H  1.1817  -4.9174  -0.0832
H  -0.4564  -4.2673  -0.3281
H  -0.0990  -5.9741  -0.7250
H  -0.1239  -4.6067  -2.5794
C  3.6871  -5.8210  -3.2495
O  3.3399  -4.5723  -3.8308
H  4.7686  -5.9421  -3.2935
H  3.3631  -5.8446  -2.2047
H  3.2121  -6.6311  -3.8051
H  2.3807  -4.4946  -3.7752
C  -1.0907  -7.2061  -4.4649
O  -2.2302  -6.9977  -3.6414
H  -0.7619  -8.2382  -4.3517
H  -1.3505  -7.0247  -5.5123
H  -0.2824  -6.5353  -4.1611
H  -2.5060  -6.0805  -3.7579
C  -4.0130  3.9907  -8.4653
O  -4.3386  2.8949  -7.6180
H  -2.9354  4.1404  -8.4394
H  -4.3208  3.7755  -9.4933
H  -4.5111  4.8990  -8.1118
H  -5.2906  2.7764  -7.6520
C  8.2885  7.1789  2.8171
O  7.8443  5.8263  2.9108
H  7.8325  7.6321  1.9395
H  7.9843  7.7335  3.7093
H  9.3770  7.2067  2.7152
H  8.2564  5.4433  3.6892
C  4.4930  -6.2799  -6.6376
O  4.3483  -7.4491  -5.8349
H  4.1051  -5.4295  -6.0794
H  5.5490  -6.1090  -6.8663
H  3.9271  -6.3893  -7.5672
H  4.6940  -8.1883  -6.3393
C  6.9123  -0.0968  3.0754
O  7.6887  0.3602  4.1800
H  7.0437  0.5958  2.2467
H  7.2466  -1.0915  2.7692
H  5.8558  -0.1293  3.3539
H  7.5584  -0.2624  4.8980
C  5.0358  9.1168  0.9366
O  6.2499  8.4845  0.5436
H  5.2541  9.8099  1.7468
H  4.6105  9.6700  0.0952
H  4.3191  8.3697  1.2861
H  6.0374  7.8780  -0.1696
C  0.4520  -4.2486  4.7676
O  1.0199  -3.9515  6.0439
H  -0.6266  -4.1153  4.8278
H  0.8543  -3.5734  4.0090
H  0.6711  -5.2850  4.4945
H  1.9678  -4.0746  5.9683
C  -0.1940  5.8314  -7.9546
O  -0.4874  4.6796  -8.7362
H  -0.6861  6.6902  -8.4077
H  -0.5675  5.6998  -6.9357
H  0.8851  6.0067  -7.9320
H  -0.0470  3.9335  -8.3214

Density functional theory data (wB97M-V/def2-TZVPD) for a structure of composition C28H96AgBN28O16 at a distorted geometry.

HOMO energy in eV: -5.712

Element x y z (Å)
Ag  -0.8439  1.0165  -1.2969
B  -2.4582  0.5381  -2.8878
H  3.0504  1.3334  1.4909
H  -2.3077  -2.6367  -8.7908
H  -0.3673  -16.8951  6.9199
H  2.4329  9.5202  -7.0158
C  -0.8054  3.0842  -4.9772
C  -2.0087  3.9970  -4.9499
C  -3.2338  3.4347  -5.6676
O  -2.8273  3.0178  -6.9179
C  -3.4751  1.8337  -7.3680
N  -2.3806  4.2463  -3.5257
H  0.1191  3.6776  -4.9371
H  -0.7871  2.4846  -5.8998
H  -0.8484  2.3969  -4.1271
H  -1.6435  4.8948  -5.4371
H  -4.0523  4.2059  -5.6910
H  -3.5586  2.5321  -5.0213
H  -3.0072  0.8755  -6.9670
H  -3.4410  1.8643  -8.4365
H  -4.4880  1.7636  -6.9250
H  -2.9919  5.0444  -3.4284
H  -1.5170  4.3851  -3.0610
C  1.9347  -2.3861  4.2246
C  2.6392  -1.3453  3.3306
C  4.1148  -1.3775  3.6448
O  4.7060  -0.3051  2.9653
C  6.1294  -0.2337  2.8106
N  2.2713  -1.5452  1.9367
H  2.0232  -2.0623  5.2670
H  2.3381  -3.3862  4.1099
H  0.8820  -2.3160  3.9166
H  2.2907  -0.3193  3.6475
H  4.6568  -2.2786  3.4025
H  4.0672  -1.2635  4.7414
H  6.4371  -0.4127  1.7836
H  6.6470  -1.0783  3.4125
H  6.5490  0.7506  3.0355
H  2.9499  -1.3428  1.2241
H  1.8106  -2.4358  1.7145
C  -1.7292  3.4499  0.6923
C  -0.3118  2.9321  1.0287
C  0.0482  3.3395  2.3509
O  1.4450  2.9905  2.4228
C  1.9807  3.2747  3.7208
N  -0.3782  1.5121  0.7786
H  -2.5152  2.9247  1.2967
H  -2.0845  3.3084  -0.3273
H  -1.7728  4.5134  0.9469
H  0.5119  3.2695  0.3591
H  -0.5298  2.8253  3.1525
H  -0.1519  4.3754  2.4070
H  2.9726  2.8682  3.7623
H  1.3712  2.8018  4.4623
H  2.0714  4.3455  3.8010
H  0.3265  0.8792  1.1649
H  -1.2644  1.1340  1.1429
C  4.4259  -7.0319  0.0467
C  3.9539  -5.7388  0.7690
C  2.4355  -5.7087  0.9794
O  1.7452  -5.8964  -0.2419
C  0.3443  -5.7599  -0.1066
N  4.5318  -5.6111  2.1171
H  5.5313  -7.0108  0.1118
H  4.1131  -7.0291  -0.9799
H  3.9425  -7.8248  0.7029
H  4.2044  -4.8272  0.2283
H  2.2304  -4.6573  1.3411
H  2.1417  -6.4545  1.7240
H  -0.0669  -6.4376  0.6832
H  -0.0361  -6.0064  -1.0866
H  0.0414  -4.6829  0.0370
H  5.4289  -5.1690  2.0692
H  4.7055  -6.5403  2.4962
C  -5.0771  -0.8242  -1.5928
O  -4.6819  0.1522  -0.9768
N  -5.8383  -0.6270  -2.7255
N  -4.5604  -2.0414  -1.2840
H  -6.0157  -1.3697  -3.4039
H  -5.8513  0.2995  -3.1563
H  -5.0238  -2.9025  -1.3838
H  -3.7092  -1.9405  -0.7226
C  2.7697  -2.4994  -5.2750
O  3.9559  -2.3014  -5.0890
N  1.8462  -1.6934  -4.6260
N  2.2832  -3.4446  -6.1200
H  2.0779  -0.7157  -4.5028
H  0.9067  -1.8511  -4.9676
H  1.2806  -3.6274  -6.2578
H  2.9231  -4.0481  -6.5787
C  -2.8621  -1.3709  5.3311
O  -2.3180  -2.4099  5.0070
N  -2.8796  -0.9005  6.6121
N  -3.5299  -0.5803  4.4208
H  -3.2056  0.0500  6.7031
H  -3.1399  -1.6438  7.2881
H  -3.4043  -0.7836  3.4589
H  -4.0391  0.2373  4.6605
C  -4.7451  3.7183  -1.1274
O  -4.0682  4.8183  -1.1767
N  -4.2855  2.6104  -1.7853
N  -5.9235  3.6077  -0.4270
H  -4.6753  1.6510  -1.5806
H  -3.3935  2.7588  -2.2819
H  -6.4019  2.7105  -0.4172
H  -6.5311  4.4044  -0.3719
C  4.8981  -2.6451  -1.4305
O  5.3371  -2.5597  -0.2948
N  3.7192  -3.3517  -1.8054
N  5.4742  -1.7762  -2.3678
H  3.3841  -3.9414  -1.1134
H  3.5692  -3.6705  -2.7766
H  5.0752  -1.7514  -3.2885
H  6.3537  -1.3312  -2.2784
C  -0.8390  7.5228  1.2336
O  0.3718  7.3950  1.4466
N  -1.4390  6.9680  0.0984
N  -1.7310  8.1267  2.0432
H  -0.8187  6.2376  -0.1985
H  -2.3948  6.7582  0.2041
H  -2.6182  8.5584  1.6812
H  -1.2303  8.7150  2.7622
C  2.8028  5.7240  -0.0343
O  2.7859  4.6838  -0.7632
N  3.1295  6.9591  -0.4439
N  2.5147  5.6402  1.2983
H  3.4605  7.0699  -1.4257
H  3.1532  7.6987  0.2062
H  2.0233  4.8510  1.5850
H  1.9500  6.4100  1.6511
C  -1.3558  -3.5909  -4.0017
O  -0.6845  -4.0578  -4.9048
N  -2.5731  -3.0378  -4.2643
N  -0.7792  -3.4685  -2.6886
H  -2.8258  -2.2592  -3.6654
H  -2.7690  -2.8992  -5.2294
H  0.0520  -4.0536  -2.4583
H  -1.4868  -3.4126  -1.9182
C  -0.4110  -5.6268  4.6142
O  0.0749  -5.2777  3.5273
N  -0.8380  -4.6347  5.5089
N  -0.6039  -6.9940  4.8719
H  -1.0328  -4.9323  6.4275
H  -0.6370  -3.6608  5.4052
H  0.0870  -7.4823  4.3997
H  -0.6080  -7.2565  5.8612
C  -4.3235  3.1701  3.9593
O  -4.2325  2.3600  4.9284
N  -5.0399  2.9645  2.8032
N  -3.5821  4.3963  4.0095
H  -5.7695  2.2859  2.8098
H  -5.0099  3.6760  2.1506
H  -3.3220  4.6509  4.9622
H  -3.5743  4.9973  3.2328
C  4.9110  2.2317  -3.0493
O  5.9044  2.2658  -3.7204
N  4.0611  1.1800  -3.1540
N  4.6397  3.0821  -1.9817
H  3.2765  1.0595  -2.5197
H  4.1949  0.3665  -3.7184
H  3.6773  3.1786  -1.6720
H  5.1673  3.9773  -1.9115
C  -2.1630  -2.7625  1.4054
O  -2.2580  -2.8428  0.1415
N  -1.5495  -1.7607  2.0714
N  -2.7409  -3.7013  2.2083
H  -1.2960  -2.0262  3.0317
H  -0.9207  -1.1882  1.5073
H  -2.7391  -4.6495  1.8640
H  -2.4035  -3.6352  3.2136